ORCA calculation (the ωB97M-V functional and the def2-TZVPD basis) on a cluster of 3 separate species, C2H11NO2 in total at a distorted geometry.

Results
E = -7837.375 eV
frontier orbital gap = 0.394 Ha
SMILES = CCN.O.O
HOMO level = -0.3630 hartree

ORCA input file:
```
! wB97M-V def2-TZVPD RIJCOSX def2/J DEFGRID3
* xyz 0 1
C 1.5829 -1.6953 -0.5350
C 0.5499 -0.5777 -0.3749
N 0.7007 0.1538 0.9042
H 1.5034 -2.1367 -1.5329
H 2.5508 -1.2129 -0.4588
H 1.3910 -2.5182 0.1477
H 0.5383 0.1970 -1.1414
H -0.4658 -0.9629 -0.4413
H 1.5535 0.6962 0.9240
H 0.6263 -0.4824 1.6720
O -1.1984 1.8385 0.9888
H -0.2740 1.2141 0.9441
H -1.4883 1.9867 1.9133
O -2.4613 0.7903 -1.1017
H -2.2482 1.2282 -0.2493
H -2.8608 1.4814 -1.6589
*
```

***

ORCA calculation (the ωB97M-V functional and the def2-TZVPD basis) on a structure of composition C24H38AlBeBr2CaCl2F3Li2NbO8 at a distorted geometry.

Results
E = -242518.595 eV
frontier orbital gap = 0.063 Ha
HOMO level = -0.5166 hartree

ORCA input file:
```
! wB97M-V def2-TZVPD RIJCOSX def2/J DEFGRID3
* xyz 3 1
C -0.0028 -5.3258 0.7119
C -1.3540 -5.2258 -0.0926
O -1.4776 -5.7529 -1.1779
O -2.4416 -4.5741 0.4436
C -2.9074 -3.4682 -0.4292
C -3.3477 -2.2834 0.5200
C -2.7000 -0.8613 0.2079
Nb -0.4481 -0.6865 0.3957
C -0.6932 1.5659 0.9552
O -0.3101 1.6612 2.3620
C -0.8922 2.7694 3.0543
C -0.5585 2.8740 4.4892
C -1.1008 3.9295 5.3858
C -2.0445 4.9673 4.8663
C -2.3749 4.9281 3.4317
C -1.8236 3.8603 2.5025
C -0.4306 -1.3212 2.5765
C -1.7573 -1.0687 3.3595
O -2.1595 -1.9262 4.0869
F -2.5495 0.0746 3.2485
O -0.4405 -0.0566 -1.5926
C -0.7038 -1.1202 -2.5253
C -0.0512 -0.7979 -3.9535
C 0.2623 -2.2312 -4.5949
C -0.9690 0.1023 -4.8674
C -2.2387 -0.6401 -5.4639
C -0.0646 0.5062 -6.1303
C 1.8589 -0.5462 0.3318
Br 2.5116 0.1304 -1.4487
C 2.5440 0.4037 1.4351
C 4.0331 -0.2173 1.7081
Br 2.8896 2.2762 0.7009
H 0.7643 -4.5697 0.3673
H -0.1495 -5.1606 1.8176
H 0.4182 -6.3928 0.6116
H -3.7921 -3.8645 -0.9953
H -2.0710 -3.2317 -1.1347
H -4.4645 -2.1590 0.3590
H -3.2297 -2.6401 1.5771
H -2.9820 -0.6282 -0.8697
H -3.2382 -0.0690 0.8214
H -0.2932 -2.4367 -0.0471
H -0.0291 2.1702 0.2277
H -1.7678 1.7876 0.7284
H 0.1413 2.1231 4.9394
H -0.8106 3.9265 6.4646
H -2.4826 5.7446 5.5495
H -3.0814 5.7109 3.0669
H -2.1241 3.8205 1.3880
H 0.4057 -0.8836 3.1963
H -0.2658 -2.4423 2.5985
H -0.3037 -2.1272 -2.2335
H -1.8207 -1.1765 -2.7143
H 0.9494 -0.2943 -3.8591
H -0.6327 -2.9213 -4.4794
H 1.1203 -2.7503 -4.0874
H 0.4829 -2.1690 -5.6934
H -1.2785 1.0436 -4.3419
H -3.1206 -0.6475 -4.7680
H -2.5634 -0.0283 -6.3644
H -2.0312 -1.6710 -5.8529
H -0.1631 -0.2554 -6.9781
H 1.0257 0.4607 -5.8236
H -0.2793 1.5512 -6.4954
H 2.3294 -1.5630 0.4405
H 2.0458 0.4233 2.4387
H 4.5283 0.2613 2.6334
H 4.6910 -0.0664 0.8017
H 3.9644 -1.3239 1.8846
Li 0.7492 3.1124 1.3582
Li -0.4157 1.4382 -8.5864
F 1.4975 5.6642 2.3024
Be 0.1333 4.0087 -9.0924
Cl 2.9188 6.6397 1.9742
Cl -1.5541 5.3470 0.3209
C 6.0973 1.5357 5.1063
O 6.1916 1.8795 6.2793
O 5.6487 0.2416 4.9648
O 6.3389 2.1735 4.0362
H 5.5816 0.1003 5.9284
Ca 5.1527 2.3288 1.7060
F 1.3893 2.3192 -5.4900
Al 2.1212 -6.2857 -0.4790
*
```

***

Which value of E does entry 1 give?
-7837.375 eV

***

Copy entry 1 word for word.
ORCA calculation (the ωB97M-V functional and the def2-TZVPD basis) on a cluster of 3 separate species, C2H11NO2 in total at a distorted geometry.

Results
E = -7837.375 eV
frontier orbital gap = 0.394 Ha
SMILES = CCN.O.O
HOMO level = -0.3630 hartree

ORCA input file:
```
! wB97M-V def2-TZVPD RIJCOSX def2/J DEFGRID3
* xyz 0 1
C 1.5829 -1.6953 -0.5350
C 0.5499 -0.5777 -0.3749
N 0.7007 0.1538 0.9042
H 1.5034 -2.1367 -1.5329
H 2.5508 -1.2129 -0.4588
H 1.3910 -2.5182 0.1477
H 0.5383 0.1970 -1.1414
H -0.4658 -0.9629 -0.4413
H 1.5535 0.6962 0.9240
H 0.6263 -0.4824 1.6720
O -1.1984 1.8385 0.9888
H -0.2740 1.2141 0.9441
H -1.4883 1.9867 1.9133
O -2.4613 0.7903 -1.1017
H -2.2482 1.2282 -0.2493
H -2.8608 1.4814 -1.6589
*
```